1.
DFT (ωB97M-V/def2-TZVPD) results for a 4-piece molecular cluster, C6H21NO3S overall at a distorted geometry.

The calculation puts the energy above the lowest of the compared OMol25 structures with the same formula, charge and spin at 127.4 kJ/mol. Its total energy is -25028.9421 eV. Its HOMO-LUMO gap is 0.345 Eh. The highest occupied orbital energy comes out at -0.324 Eh. As for the structure (SMILES): CCCN[C@H](C)CS.O.O.O. Its largest force on an atom is 3.2 eV Å⁻¹. The molecular weight comes out at 187.30 g mol⁻¹.

Positions of all 32 atoms, in Å:
C: -1.4390 -0.8860 3.5912
C: -1.7624 0.3067 2.6287
C: -1.8380 -0.0626 1.1288
N: -0.6210 0.2930 0.3211
C: 0.5051 -0.6592 0.6346
C: 1.6547 -0.2139 1.4480
C: 0.9585 -1.0537 -0.8549
S: 2.3083 -2.3475 -0.6568
H: -0.9190 -0.5230 4.4729
H: -2.3839 -1.4242 3.8237
H: -0.8328 -1.6827 3.2580
H: -2.7187 0.7692 2.9053
H: -0.8756 0.9583 2.7885
H: -2.5897 0.5849 0.6176
H: -2.0679 -1.0981 0.9484
H: -0.3676 1.2374 0.6099
H: 0.0841 -1.5658 1.1306
H: 2.3243 -0.9931 1.8304
H: 2.3061 0.2867 0.6937
H: 1.4094 0.6224 2.1333
H: 0.1269 -1.5242 -1.3765
H: 1.2788 -0.2277 -1.4744
H: 1.7393 -2.9648 0.3740
O: -0.0712 3.9213 -0.5824
H: -1.0442 3.9708 -0.4420
H: 0.0695 4.1280 -1.5071
O: -0.0566 2.3040 -2.5219
H: 0.2588 1.6566 -1.8941
H: 0.3422 2.4133 -3.3814
O: -1.6032 -0.4104 -3.4156
H: -2.5385 -0.5752 -3.2323
H: -1.5400 0.2678 -2.7226

---

2.
DFT (ωB97M-V/def2-TZVPD) results for a 4-piece molecular cluster, C6H21NO3S overall at a distorted geometry.

The calculation puts the energy above the lowest of the compared OMol25 structures with the same formula, charge and spin at 77.8 kJ/mol. Its total energy is -25029.4563 eV. Its HOMO-LUMO gap is 0.311 Eh. The highest occupied orbital energy comes out at -0.300 Eh. As for the structure (SMILES): CCCCNCCS.O.O.O. Its largest force on an atom is 2.3 eV Å⁻¹. The molecular weight comes out at 187.30 g mol⁻¹.

Positions of all 32 atoms, in Å:
C: 0.8309 2.0951 -0.8833
C: 1.5035 0.7803 -0.4799
C: 1.8162 0.8191 1.0449
C: 1.9272 -0.6439 1.6416
N: 1.0702 -1.7027 1.1098
C: -0.1585 -2.0925 1.8226
C: -1.0800 -0.8324 2.0697
S: -2.7684 -1.0852 1.5752
H: -0.0842 2.1911 -0.2696
H: 1.4055 2.9924 -0.6356
H: 0.5926 2.3530 -1.9188
H: 0.7889 -0.0442 -0.5633
H: 2.3443 0.5393 -1.1285
H: 2.6872 1.4159 1.2931
H: 0.8829 1.2069 1.4357
H: 1.7394 -0.6329 2.7237
H: 2.9610 -1.0385 1.6100
H: 0.9694 -1.5474 0.1139
H: -0.6553 -2.9211 1.3043
H: 0.1625 -2.6329 2.7372
H: -1.0920 -0.4215 3.1074
H: -0.5935 -0.1105 1.3950
H: -2.5917 -1.7078 0.3632
O: -1.0774 -1.5753 -1.1654
H: -1.1494 -2.4392 -1.5921
H: -1.4291 -1.0065 -1.8784
O: -0.8555 0.0594 -3.4593
H: -1.5930 0.7090 -3.3602
H: -0.2085 0.6152 -2.9959
O: -2.0006 2.0521 -1.9628
H: -2.5311 1.6326 -1.2775
H: -1.8135 2.9731 -1.7766

---

3.
DFT (ωB97M-V/def2-TZVPD) results for a 5-piece molecular cluster, C6H21NO5 overall at a distorted geometry.

The calculation puts the energy above the lowest of the compared OMol25 structures with the same formula, charge and spin at 262.7 kJ/mol. Its total energy is -18289.3234 eV. Its HOMO-LUMO gap is 0.342 Eh. The highest occupied orbital energy comes out at -0.337 Eh. As for the structure (SMILES): CCC[C@H](C=O)NC.O.O.O.O. Its largest force on an atom is 2.6 eV Å⁻¹. The molecular weight comes out at 187.24 g mol⁻¹.

Positions of all 33 atoms, in Å:
C: 1.6123 1.8561 -2.2318
C: 0.7914 2.0847 -0.9784
C: 0.3504 0.9182 -0.0532
C: -0.7060 -0.0208 -0.6681
C: -2.2074 0.1805 -0.5620
O: -2.8127 0.3246 0.4765
N: -0.5575 -1.4209 -0.1767
C: 0.2555 -2.2697 -0.9877
H: 1.7944 2.8224 -2.7238
H: 1.1740 1.1115 -2.9141
H: 2.5799 1.4067 -2.0541
H: -0.1868 2.5878 -1.2064
H: 1.3412 2.8620 -0.4006
H: 0.1996 1.1790 0.9872
H: 1.2301 0.2738 -0.0474
H: -0.4311 -0.0307 -1.7408
H: -2.8147 0.1378 -1.4795
H: -0.2240 -1.3354 0.7917
H: 1.2973 -1.9622 -1.1866
H: -0.1601 -2.5727 -1.9508
H: 0.3602 -3.2362 -0.4387
O: 2.6123 0.5691 1.7440
H: 3.4372 0.1282 1.5240
H: 2.8370 1.3743 2.2214
O: -1.6192 1.1894 3.0341
H: -1.6571 0.9933 2.0931
H: -2.3101 0.7366 3.5270
O: -2.9290 -2.6042 -1.3338
H: -3.7386 -2.1462 -1.0840
H: -2.2942 -2.1618 -0.7269
O: 0.8354 -1.3152 2.6650
H: 1.4375 -0.6132 2.3542
H: 0.5027 -1.0466 3.5271

---

4.
DFT (ωB97M-V/def2-TZVPD) results for a 4-piece molecular cluster, C6H22N2O3 overall at a distorted geometry.

The calculation puts the energy above the lowest of the compared OMol25 structures with the same formula, charge and spin at 169.4 kJ/mol. Its total energy is -15700.1712 eV. Its HOMO-LUMO gap is 0.336 Eh. The highest occupied orbital energy comes out at -0.322 Eh. As for the structure (SMILES): CCNCCNCC.O.O.O. Its largest force on an atom is 2.4 eV Å⁻¹. The molecular weight comes out at 170.25 g mol⁻¹.

Positions of all 33 atoms, in Å:
C: -1.7121 1.9016 -0.3753
C: -0.6596 2.6111 -1.2208
N: 0.7058 2.4711 -0.6618
C: 1.0706 1.1018 -0.1613
C: 1.2608 1.1972 1.3723
N: 2.0413 0.1181 1.9697
C: 1.2518 -1.0771 2.3087
C: 1.2509 -2.1907 1.2989
H: -2.2670 1.1556 -0.9431
H: -2.4723 2.6500 -0.1418
H: -1.2995 1.4511 0.5190
H: -0.9018 3.6834 -1.1658
H: -0.7098 2.4952 -2.3194
H: 1.3741 2.6869 -1.3843
H: 0.4163 0.3810 -0.6590
H: 2.0316 0.8643 -0.6353
H: 1.7522 2.1484 1.5660
H: 0.2635 1.1992 1.8186
H: 2.7528 -0.1392 1.2931
H: 1.5571 -1.4125 3.3172
H: 0.2185 -0.7821 2.5254
H: 2.2207 -2.7017 1.2368
H: 1.1390 -1.7195 0.3211
H: 0.4887 -2.9385 1.5012
O: 0.5776 -1.6952 -3.3216
H: 0.1873 -0.8197 -3.3588
H: 0.2757 -2.1321 -2.5217
O: -1.4792 -1.1638 -1.4885
H: -2.2327 -1.2206 -0.8828
H: -1.3337 -0.2420 -1.6883
O: -3.1096 -2.0847 1.1064
H: -3.2165 -1.5650 1.8755
H: -2.1825 -2.3753 0.9793

---

5.
DFT (ωB97M-V/def2-TZVPD) results for a 5-piece molecular cluster, C6H22N2O4 overall at a distorted geometry.

The calculation puts the energy above the lowest of the compared OMol25 structures with the same formula, charge and spin at 238.1 kJ/mol. Its total energy is -17747.2618 eV. Its HOMO-LUMO gap is 0.301 Eh. The highest occupied orbital energy comes out at -0.286 Eh. As for the structure (SMILES): CN/C=C/C[C@H](C)N.O.O.O.O. Its largest force on an atom is 4.0 eV Å⁻¹. The molecular weight comes out at 186.25 g mol⁻¹.

Positions of all 34 atoms, in Å:
C: 2.6080 -0.4177 1.2703
N: 1.8521 0.7885 1.7702
C: 0.4690 0.4916 1.8135
C: -0.4868 1.1960 1.2010
C: -1.9279 0.7541 1.3574
C: -2.4610 0.3024 -0.0740
C: -3.2772 1.3608 -0.7705
N: -3.0648 -1.0266 0.1190
H: 2.1087 -1.3557 1.3293
H: 3.5327 -0.4244 1.8549
H: 2.9467 -0.0980 0.2812
H: 2.0736 1.6811 1.3638
H: 0.2688 -0.4853 2.2701
H: -0.2913 2.1410 0.6847
H: -1.9674 0.0084 2.1465
H: -2.5034 1.6331 1.6675
H: -1.4606 0.1126 -0.5183
H: -4.1798 1.5272 -0.2415
H: -3.6949 0.9560 -1.7240
H: -2.6859 2.2071 -1.1122
H: -3.5812 -1.3125 -0.6930
H: -3.4429 -1.2355 1.0187
O: 1.2237 -3.5057 0.7236
H: 0.5157 -4.0425 0.3600
H: 0.8302 -2.8492 1.3102
O: 0.2559 -0.1598 -1.8851
H: 0.9147 0.5018 -1.6476
H: 0.2142 -0.9476 -1.3424
O: 2.7712 -1.3465 -2.6806
H: 2.0009 -1.3509 -3.2552
H: 2.5538 -1.8485 -1.8916
O: 2.4710 1.9553 -1.4854
H: 3.3003 1.9757 -1.9662
H: 2.1139 2.8139 -1.2544

---

highest occupied orbital energy of number 3 (C6H21NO5)? -0.337 Eh

---

The lowest molecular weight belongs to which entry? C6H22N2O3

---

The lowest molecular weight belongs to which entry? C6H22N2O3

---

Copy entry 5 word for word.
DFT (ωB97M-V/def2-TZVPD) results for a 5-piece molecular cluster, C6H22N2O4 overall at a distorted geometry.

The calculation puts the energy above the lowest of the compared OMol25 structures with the same formula, charge and spin at 238.1 kJ/mol. Its total energy is -17747.2618 eV. Its HOMO-LUMO gap is 0.301 Eh. The highest occupied orbital energy comes out at -0.286 Eh. As for the structure (SMILES): CN/C=C/C[C@H](C)N.O.O.O.O. Its largest force on an atom is 4.0 eV Å⁻¹. The molecular weight comes out at 186.25 g mol⁻¹.

Positions of all 34 atoms, in Å:
C: 2.6080 -0.4177 1.2703
N: 1.8521 0.7885 1.7702
C: 0.4690 0.4916 1.8135
C: -0.4868 1.1960 1.2010
C: -1.9279 0.7541 1.3574
C: -2.4610 0.3024 -0.0740
C: -3.2772 1.3608 -0.7705
N: -3.0648 -1.0266 0.1190
H: 2.1087 -1.3557 1.3293
H: 3.5327 -0.4244 1.8549
H: 2.9467 -0.0980 0.2812
H: 2.0736 1.6811 1.3638
H: 0.2688 -0.4853 2.2701
H: -0.2913 2.1410 0.6847
H: -1.9674 0.0084 2.1465
H: -2.5034 1.6331 1.6675
H: -1.4606 0.1126 -0.5183
H: -4.1798 1.5272 -0.2415
H: -3.6949 0.9560 -1.7240
H: -2.6859 2.2071 -1.1122
H: -3.5812 -1.3125 -0.6930
H: -3.4429 -1.2355 1.0187
O: 1.2237 -3.5057 0.7236
H: 0.5157 -4.0425 0.3600
H: 0.8302 -2.8492 1.3102
O: 0.2559 -0.1598 -1.8851
H: 0.9147 0.5018 -1.6476
H: 0.2142 -0.9476 -1.3424
O: 2.7712 -1.3465 -2.6806
H: 2.0009 -1.3509 -3.2552
H: 2.5538 -1.8485 -1.8916
O: 2.4710 1.9553 -1.4854
H: 3.3003 1.9757 -1.9662
H: 2.1139 2.8139 -1.2544